C2H4P2 in the gas phase in a non-equilibrium geometry. Source: the Open Molecules 2025 dataset; level of theory: wB97M-V/def2-TZVPD.

```
8
Properties=species:S:1:pos:R:3:forces:R:3
H -2.32297 0.99590 -0.02543 -0.3 0.2 -0.1
P -1.26385 0.19694 0.44345 -0.2 0.9 0.0
C -0.01877 1.18079 -0.11079 -0.7 -0.4 0.4
P 1.64375 0.59964 0.23349 -0.1 -0.7 0.0
C 1.27555 -1.02732 0.27403 1.2 0.2 -0.2
H -0.18608 2.16116 -0.53064 0.0 0.1 -0.1
H 2.05838 -1.72806 0.52595 0.1 -0.1 0.1
H 0.33283 -1.46781 -0.00560 0.0 -0.1 -0.1
```
Forces are in eV/Å.

- Kohn-Sham gap (eV) = 8.13
- SMILES = [H]/P=C/P=C
- molar mass (g/mol) = 90.00
- HOMO (hartree) = -0.327
- total charge = 0
- energy above the lowest of the compared OMol25 structures with the same formula, charge and spin (kJ/mol) = 109.3

***

2 unconnected molecules or ions with the total composition C6H6N2 in a non-equilibrium geometry. Source: the Open Molecules 2025 dataset; level of theory: wB97M-V/def2-TZVPD.

```
14
Properties=species:S:1:pos:R:3:forces:R:3
C -1.54869 -0.45016 -0.04950 -1.7 0.5 -0.5
C 0.11612 1.11354 0.15664 0.6 1.2 0.2
C 0.81215 -0.17229 -0.09849 -3.5 -4.8 1.1
C -0.29524 -1.09957 0.00753 4.5 -3.1 0.8
C 2.19756 -0.53014 -0.11189 -1.7 1.7 0.4
C 3.38980 -0.41908 -0.07044 3.0 -1.6 -0.6
H -3.46578 -0.49926 0.03130 0.0 0.3 -0.3
H -2.08921 1.94027 -0.59117 3.4 -4.7 1.9
H 0.43727 1.96058 -0.35388 0.9 1.3 -1.5
H 0.26418 1.44550 1.19228 -0.1 -0.5 0.3
H -0.41132 -2.34952 0.31157 1.0 4.0 -1.4
H 4.47187 -0.70904 -0.19175 -1.9 0.9 0.4
N -2.64506 -1.08581 -0.05284 -0.6 -0.6 0.5
N -1.23367 0.85499 -0.17938 -4.1 5.4 -1.3
```
Forces are in eV/Å.

- Kohn-Sham gap (eV) = 8.35
- molar mass (g/mol) = 106.13
- HOMO (hartree) = -0.315
- total charge = 0
- energy above the lowest of the compared OMol25 structures with the same formula, charge and spin (kJ/mol) = 531.0

***

C5H7NO in the gas phase in a non-equilibrium geometry. Source: the Open Molecules 2025 dataset; level of theory: wB97M-V/def2-TZVPD.

```
14
Properties=species:S:1:pos:R:3:forces:R:3
C 0.90725 -1.38257 -0.06956 -4.5 -4.2 0.5
N 1.95764 -0.75588 -0.16822 1.9 2.8 -0.3
O 1.85701 0.67402 0.05513 -0.1 -0.8 0.8
C 0.55150 1.36540 0.12472 0.5 2.1 -2.4
C -0.47218 0.55297 -0.48979 1.4 -2.4 -1.7
C -1.66403 -0.15661 -0.11140 1.1 -1.9 0.9
C -0.36170 -0.76644 0.51945 0.6 0.1 -3.5
H 0.87308 -2.52589 -0.31673 0.7 2.2 0.3
H 0.83287 2.29107 -0.50144 -0.6 -1.0 1.2
H 0.05899 1.60204 1.03872 1.0 0.6 1.6
H -0.16122 0.14999 -1.46359 0.0 0.5 0.1
H -2.09466 0.18526 0.78503 -1.7 0.4 0.5
H -2.18758 -0.73115 -0.90619 0.1 0.8 1.0
H -0.09697 -0.50221 1.50385 -0.4 0.7 1.1
```
Forces are in eV/Å.

- Kohn-Sham gap (eV) = 9.91
- SMILES = C1=NOC[C@@H]2C[C@@H]12
- molar mass (g/mol) = 97.12
- HOMO (hartree) = -0.331
- total charge = 0
- energy above the lowest of the compared OMol25 structures with the same formula, charge and spin (kJ/mol) = 564.9

***

A molecular structure, C28H32N2O4PReS. Source: the Open Molecules 2025 dataset; level of theory: wB97M-V/def2-TZVPD.

```
69
Properties=species:S:1:pos:R:3:forces:R:3
Re 1.14313 0.94114 -0.46487 0.1 0.4 -0.1
O 3.07859 0.94698 -1.42171 -0.1 0.0 -0.3
S 2.24894 1.58267 -2.53519 0.0 -0.1 0.5
O 2.85826 1.88156 -3.76710 0.0 0.0 0.0
O 1.05322 0.61271 -2.53897 -0.1 0.0 -0.2
O 1.63814 2.72039 -1.72488 0.1 -0.1 -0.1
C 2.30564 1.15251 2.63737 0.0 0.0 0.0
N 1.97728 1.95277 1.43139 -0.1 0.0 0.1
C 3.24093 2.61823 0.99400 0.0 0.0 0.0
C 1.04294 3.02487 1.87262 0.0 0.0 0.1
C 0.28417 3.56993 0.69499 0.1 -0.1 -0.1
N -0.46740 2.44999 0.05650 -0.2 0.0 0.0
C -1.53456 2.04377 1.00691 0.0 0.1 0.0
C -1.16507 3.00360 -1.14853 0.1 -0.1 0.1
H 2.77239 1.80454 3.38036 0.0 0.0 0.0
H 2.98474 0.34475 2.39114 0.0 0.0 0.0
H 1.39904 0.73708 3.06641 0.0 0.0 0.0
H 3.63703 3.20542 1.82507 0.0 0.0 0.0
H 3.04996 3.26373 0.14108 0.0 0.0 0.0
H 3.96630 1.86916 0.69457 0.0 0.0 0.0
H 1.60080 3.80985 2.38792 0.0 0.0 0.0
H 0.35456 2.59520 2.59954 0.1 0.0 0.0
H 0.94787 4.00155 -0.05232 0.0 0.0 0.1
H -0.43086 4.33749 1.00063 0.0 0.0 0.1
H -2.06224 2.93942 1.34480 0.0 0.0 0.0
H -1.13187 1.50667 1.85822 -0.1 0.0 -0.1
H -2.24560 1.40920 0.49571 0.0 0.0 0.0
H -1.82236 3.81187 -0.81863 0.0 0.0 0.0
H -1.75792 2.21930 -1.61131 0.0 0.0 0.0
H -0.43359 3.37951 -1.85301 0.0 0.0 0.0
C -2.38987 -2.36787 3.50107 0.0 0.0 0.0
C -1.29167 -1.52196 3.51774 0.0 0.0 0.0
C -0.83940 -0.95897 2.33352 0.0 0.0 0.1
C -1.47789 -1.22451 1.13017 0.0 0.0 0.0
C -2.56059 -2.10517 1.11533 0.0 0.0 0.0
C -3.01773 -2.66376 2.29769 0.0 0.0 0.0
P -0.73692 -0.63439 -0.42544 0.0 -0.1 0.1
C -2.09943 -0.29565 -1.57547 0.0 0.0 0.0
C -1.80702 -0.33013 -2.94080 0.0 0.0 0.0
C -2.79371 -0.04277 -3.87064 0.0 0.0 0.0
C -4.07758 0.27835 -3.45230 0.0 0.0 0.0
C -4.37860 0.30413 -2.09787 0.0 0.0 0.0
C -3.39508 0.01800 -1.16309 0.0 0.0 0.0
C 0.04098 -2.14261 -0.99377 0.0 0.0 0.0
C -0.55116 -3.22177 -1.58608 0.0 0.0 0.0
C 0.18038 -4.42265 -1.69842 0.0 0.0 0.0
C 1.44356 -4.51238 -1.18155 0.0 0.0 0.0
C 2.07111 -3.39857 -0.57118 0.0 0.0 0.0
C 3.38492 -3.44265 -0.05127 0.0 0.0 0.0
C 3.95250 -2.30412 0.44221 0.0 0.0 0.0
C 3.25582 -1.07676 0.41247 0.0 0.0 0.0
C 1.94990 -0.97287 -0.01778 0.3 -0.3 0.1
C 1.36352 -2.18123 -0.50675 -0.1 0.1 0.0
H -2.74907 -2.80904 4.42114 0.0 0.0 0.0
H -0.78182 -1.31011 4.44848 0.0 0.0 0.0
H 0.03860 -0.32802 2.33311 0.0 0.0 0.0
H -3.04054 -2.37283 0.18315 0.0 0.0 0.0
H -3.86059 -3.34167 2.27804 0.0 0.0 0.0
H -0.80878 -0.57403 -3.27838 0.0 0.0 0.0
H -2.55568 -0.07139 -4.92547 0.0 0.0 0.0
H -4.84487 0.50142 -4.18160 0.0 0.0 0.0
H -5.38080 0.54034 -1.76595 0.0 0.0 0.0
H -3.65371 0.03152 -0.11273 0.0 0.0 0.0
H -1.56797 -3.16888 -1.95666 0.0 0.0 0.0
H -0.27133 -5.27901 -2.18031 0.0 0.0 0.0
H 1.99257 -5.44377 -1.24726 0.0 0.0 0.0
H 3.93607 -4.37445 -0.07198 0.0 0.0 0.0
H 4.96742 -2.32067 0.81716 0.0 0.0 0.0
H 3.82201 -0.19498 0.67875 0.0 0.0 0.0
```
Forces are in eV/Å.

- expectation value of S² = 0.76
- Kohn-Sham gap (spin up / spin down) (eV) = 7.50 / 6.60
- molar mass (g/mol) = 709.82
- HOMO (spin up / spin down) (hartree) = -0.394 / -0.397
- multiplicity = 2
- total charge = +1
- energy above the lowest of the compared OMol25 structures with the same formula, charge and spin (kJ/mol) = 20.5

***

A molecular structure, C14H17ClF6N6O8PtS4. Source: the Open Molecules 2025 dataset; level of theory: wB97M-V/def2-TZVPD.

```
57
Properties=species:S:1:pos:R:3:forces:R:3
Pt 0.32090 -2.72330 0.23594 0.1 0.3 -0.3
O 2.99426 0.27317 2.00008 -0.2 0.0 0.0
Cl 2.00068 -0.72975 2.24225 0.0 -0.2 0.3
O 2.23150 -1.46751 3.42512 0.0 0.2 -0.2
O 0.67516 -0.15176 2.22570 0.2 -0.1 -0.1
O 2.09216 -1.69483 1.07015 -0.1 0.4 0.0
N 1.76040 3.03092 2.12767 0.0 0.0 0.0
C 0.57086 3.23921 1.59982 0.1 -0.3 0.3
S -0.27264 1.93922 0.81062 0.0 0.2 -0.1
N -0.04587 4.40940 1.64390 0.1 0.3 -0.1
C 0.48309 5.71464 1.94685 -0.1 -0.3 0.1
C 1.82546 6.03860 1.81523 0.1 0.1 -0.1
C 2.23278 7.33210 2.11657 0.0 -0.1 0.0
C 1.31630 8.28405 2.53385 0.0 0.0 0.0
C -0.02600 7.94826 2.64234 0.0 0.0 0.0
C -0.44741 6.66297 2.34804 0.0 0.1 0.1
H 2.19933 2.11585 2.06795 0.0 0.0 0.0
H 2.16586 3.72004 2.74499 0.0 0.0 0.0
H -1.03360 4.39272 1.43193 0.0 0.0 -0.1
H 2.55796 5.33864 1.43901 0.0 0.0 0.0
H 3.27775 7.59014 2.01356 0.0 0.0 0.0
H 1.64533 9.28739 2.76534 0.0 0.0 0.0
H -0.74977 8.68484 2.96247 0.0 0.0 0.0
H -1.49391 6.39805 2.44208 0.0 0.0 0.0
N 2.04110 -5.26903 1.03795 0.1 0.0 -0.2
C 1.48072 -4.41621 0.51724 -0.1 -0.1 0.3
H 2.55701 -6.02040 1.46389 0.0 0.0 0.0
C 2.36637 -1.78784 -4.65669 -0.1 0.0 0.0
N 1.17635 -2.54643 -4.29325 0.0 -0.1 -0.1
C 0.51544 -3.44271 -5.26805 0.0 0.1 0.0
C -0.64010 -4.06506 -4.45557 0.0 0.0 0.1
N -0.46979 -3.43708 -3.13241 0.1 -0.1 -0.2
C 0.55822 -2.62353 -3.13590 0.0 0.2 0.2
S 1.06084 -1.67016 -1.73563 -0.1 -0.3 0.0
H 2.14861 -1.19852 -5.54558 0.0 0.0 0.0
H 3.18382 -2.47640 -4.86725 0.0 0.0 0.0
H 2.65563 -1.12328 -3.84723 0.0 0.0 0.0
H 1.23179 -4.17722 -5.63296 0.0 0.0 0.0
H 0.16649 -2.84754 -6.11098 0.0 0.0 0.0
H -0.55799 -5.14571 -4.36274 0.0 0.0 0.0
H -1.61786 -3.81850 -4.86278 0.0 0.0 0.0
H -1.02766 -3.64366 -2.30020 0.0 0.0 0.0
F -1.91441 -0.47280 3.57936 0.0 0.1 0.0
C -2.79582 -1.33834 3.12588 0.0 -0.2 -0.1
F -3.16886 -2.17335 4.06597 0.0 0.0 0.0
F -3.83323 -0.71959 2.60186 0.0 0.0 0.0
S -1.96359 -2.30452 1.77504 0.1 -0.1 -0.2
O -1.58536 -1.36835 0.68892 0.1 0.0 0.4
O -0.76156 -2.93412 2.33229 -0.3 0.1 -0.1
N -3.05416 -3.33115 1.32202 0.1 0.3 -0.1
S -2.99947 -3.78580 -0.19050 0.2 -0.2 0.0
O -1.58676 -3.81880 -0.67971 -0.3 -0.1 0.2
O -3.76497 -4.94892 -0.43546 0.0 0.0 0.1
C -3.78974 -2.41512 -1.22021 0.0 0.0 0.0
F -4.70271 -2.96761 -1.98930 0.0 0.1 0.0
F -4.33345 -1.49787 -0.44629 0.0 0.0 0.0
F -2.85549 -1.84741 -1.99318 0.0 0.0 0.0
```
Forces are in eV/Å.

- expectation value of S² = 6.02
- Kohn-Sham gap (spin up / spin down) (eV) = 8.77 / 3.79
- molar mass (g/mol) = 870.11
- HOMO (spin up / spin down) (hartree) = -0.506 / -0.505
- multiplicity = 5
- total charge = +2

***

2 unconnected molecules or ions with the total composition C4H10N2O3 in a non-equilibrium geometry. Source: the Open Molecules 2025 dataset; level of theory: wB97M-V/def2-TZVPD.

```
19
Properties=species:S:1:pos:R:3:forces:R:3
C 0.45369 -1.20589 1.92119 -0.2 -1.7 -2.4
C -0.40450 -0.35568 1.04844 0.0 2.7 1.0
C 0.01421 -0.35308 -0.43220 1.4 2.6 -0.5
C -0.47511 0.93684 -1.15745 0.9 1.1 -0.2
N 0.14947 2.15497 -1.16680 -2.1 -2.1 -0.7
N 0.00757 1.09171 -3.79905 -2.3 -2.6 4.8
O -0.25189 0.45623 -4.78019 1.0 0.9 -1.7
O 0.64602 2.08948 -3.58588 1.5 1.9 -2.7
O -0.48287 -1.54319 -1.01343 -0.9 1.2 1.8
H -0.00984 -2.13351 2.12079 -0.7 -1.0 0.7
H 1.26301 -1.52725 1.29958 1.1 -0.1 0.0
H 0.78785 -0.75127 2.77771 0.8 1.0 2.0
H -0.50204 0.62293 1.67656 0.4 -0.8 -2.1
H -1.41245 -0.64550 1.00574 -1.5 -0.9 0.1
H 1.11717 -0.18760 -0.58845 -0.5 -1.0 0.6
H -1.49447 0.87516 -1.45139 -0.7 0.4 -0.6
H 0.05414 2.74616 -2.04180 -0.3 -1.0 0.9
H 1.08274 2.21426 -0.84797 1.1 -0.3 0.5
H 0.08333 -1.81405 -1.69936 1.1 -0.4 -1.5
```
Forces are in eV/Å.

- Kohn-Sham gap (spin up / spin down) (eV) = 7.00 / 6.97
- molar mass (g/mol) = 134.14
- HOMO (spin up / spin down) (hartree) = -0.271 / -0.270
- total charge = 0
- energy above the lowest of the compared OMol25 structures with the same formula, charge and spin (kJ/mol) = 642.8